[1]
A molecular structure, C42H49Cl2N3O6P2Sr, computed with the ωB97M-V functional and the def2-TZVPD basis.

Summary:
Maximum force ... 3.461 eV Å⁻¹
Frontier orbital gap ... 7.309 eV
E ... -105566.7288 eV
Charge ... 0
Relative energy (zero: lowest compared OMol25 entry of this formula, charge and spin) ... 1.5328 eV
LUMO level ... -0.35 eV

Each line ends with the Mulliken charge.
Atoms and positions in Å:
Sr -0.300 0.094 0.079  2.42
C 3.528 2.054 1.889  -1.72
P 2.681 0.938 0.695  1.67
C 3.671 1.363 -0.794  -0.09
N 4.884 1.815 -0.623  -0.29
C 5.632 2.075 -1.716  -0.01
C 6.939 2.576 -1.570  -0.55
C 7.700 2.811 -2.683  -0.55
C 7.189 2.567 -3.968  -0.59
C 5.921 2.077 -4.140  -0.45
C 5.113 1.819 -3.015  0.12
N 3.843 1.379 -3.167  -0.30
C 3.120 1.184 -2.095  -0.24
P 1.339 0.761 -2.243  1.47
C 1.360 -0.271 -3.746  -1.74
C 0.771 2.429 -2.920  1.82
C 1.213 3.508 -1.930  -1.63
C 1.309 2.740 -4.314  -1.72
C -0.750 2.338 -2.959  -1.76
C 3.513 -0.725 1.061  1.93
C 4.994 -0.580 1.406  -1.74
C 3.353 -1.623 -0.165  -1.76
C 2.756 -1.348 2.234  -1.84
H 4.552 2.232 1.567  0.53
H 3.504 1.624 2.888  0.35
H 2.974 2.993 1.906  0.29
H 7.308 2.759 -0.571  0.47
H 8.708 3.189 -2.576  0.40
H 7.808 2.779 -4.829  0.39
H 5.512 1.890 -5.122  0.47
H 2.105 0.068 -4.463  0.42
H 0.359 -0.266 -4.174  0.43
H 1.569 -1.291 -3.427  0.42
H 2.281 3.715 -2.022  0.35
H 1.002 3.199 -0.903  -0.07
H 0.673 4.437 -2.124  0.60
H 2.377 2.535 -4.381  0.14
H 1.150 3.796 -4.533  0.52
H 0.787 2.153 -5.064  0.36
H -1.147 2.182 -1.956  -0.08
H -1.065 1.507 -3.586  0.30
H -1.182 3.252 -3.366  0.75
H 5.508 0.035 0.669  0.23
H 5.465 -1.563 1.417  0.50
H 5.129 -0.126 2.385  0.32
H 3.943 -1.256 -1.004  0.33
H 2.307 -1.685 -0.474  0.19
H 3.697 -2.630 0.068  0.61
H 2.842 -0.732 3.128  0.31
H 3.159 -2.335 2.461  0.55
H 1.697 -1.454 1.992  0.24
O -2.512 -0.527 -0.135  0.37
C -2.966 -0.916 -1.422  3.77
C -1.688 -0.834 -2.357  -0.54
O -1.826 -0.632 -3.552  -0.71
O -0.620 -1.031 -1.734  -1.11
C -3.298 -2.393 -1.487  -0.45
C -3.967 -2.929 -2.583  -0.50
C -4.259 -4.279 -2.643  -0.85
C -3.907 -5.121 -1.601  -0.55
C -3.211 -4.602 -0.525  -1.30
C -2.883 -3.259 -0.480  -0.33
C -4.138 -0.033 -1.807  0.12
C -4.857 0.579 -0.781  -0.23
C -5.956 1.372 -1.048  -0.96
C -6.377 1.565 -2.352  -0.53
C -5.668 0.972 -3.381  -1.06
C -4.553 0.191 -3.117  -0.53
H -2.913 -1.122 0.512  -0.58
H -4.250 -2.284 -3.395  0.38
H -4.769 -4.673 -3.509  0.43
H -4.156 -6.173 -1.636  0.39
H -2.917 -5.245 0.291  0.44
H -2.276 -2.913 0.344  0.81
H -4.565 0.429 0.248  0.40
H -6.492 1.829 -0.225  0.46
H -7.241 2.180 -2.563  0.41
H -5.984 1.112 -4.404  0.42
H -3.982 -0.217 -3.935  0.51
Cl -1.896 -0.598 7.661  -0.24
C -1.604 -0.562 5.956  0.18
C -2.478 -1.269 5.122  -0.74
C -2.248 -1.284 3.775  0.66
Cl -3.334 -2.137 2.737  -0.20
C -1.131 -0.627 3.157  -0.85
O -0.866 -0.780 1.938  -0.54
C -0.348 0.186 4.044  1.04
C 0.605 1.105 3.503  -0.53
O 0.728 1.421 2.326  -0.27
C -0.564 0.157 5.431  -1.04
H -3.314 -1.802 5.546  0.50
H 1.238 1.605 4.269  0.19
H 0.097 0.724 6.070  0.44
C -3.412 4.298 2.116  -0.91
N -2.418 3.812 1.185  0.24
C -1.730 4.719 0.286  -0.65
C -2.117 2.519 1.103  -0.79
O -1.288 2.067 0.332  -0.07
H -3.416 5.385 2.115  0.31
H -3.190 3.956 3.128  0.34
H -4.411 3.948 1.842  0.32
H -2.064 5.739 0.449  0.39
H -1.930 4.439 -0.749  0.21
H -0.654 4.660 0.453  0.21
H -2.689 1.881 1.794  0.33

[2]
A molecular structure, C42H49FeGe2N6O6S, computed with the ωB97M-V functional and the def2-TZVPD basis.

Summary:
Spin multiplicity ... 6
Maximum force ... 1.926 eV Å⁻¹
Frontier orbital gap (alpha / beta) ... 5.809 / 5.952 eV
E ... -223806.9968 eV
Charge ... +2
Relative energy (zero: lowest compared OMol25 entry of this formula, charge and spin) ... 3.1028 eV
Expectation value of S² ... 8.855
LUMO level (alpha / beta) ... -5.27 / -5.59 eV

Each line ends with the Mulliken charge.
Atoms and positions in Å:
Fe 0.724 1.091 -1.743  1.55
C 3.797 1.161 4.268  -1.30
C 3.697 1.657 2.832  -0.67
Ge 2.461 0.626 1.613  0.41
C 3.423 -0.740 0.496  -0.08
C 4.500 -1.486 1.275  -1.46
C 1.314 -0.511 2.755  -0.73
C 0.286 -1.342 2.594  0.09
Ge -1.183 -1.555 1.191  0.45
C -2.879 -0.569 1.768  -0.73
C -4.115 -1.439 1.575  -1.55
C -1.440 -3.438 0.515  -0.38
C -1.622 -4.506 1.582  -1.27
C 0.079 -2.406 3.598  0.19
C -1.099 -2.520 4.332  0.20
C -1.250 -3.531 5.265  -0.96
C -0.233 -4.450 5.465  -0.60
C 0.943 -4.343 4.740  -0.78
C 1.104 -3.327 3.818  -0.46
H 4.498 1.781 4.821  0.40
H 4.166 0.138 4.293  0.35
H 2.841 1.190 4.788  0.25
H 4.691 1.617 2.385  0.66
H 3.406 2.711 2.820  0.42
H 3.857 -0.270 -0.386  0.47
H 2.681 -1.471 0.169  0.19
H 5.265 -0.814 1.654  0.35
H 4.987 -2.215 0.631  0.46
H 4.070 -2.019 2.120  0.20
H 1.885 -0.692 3.666  0.73
H -2.967 0.339 1.170  0.41
H -2.791 -0.265 2.811  0.97
H -4.160 -1.827 0.559  0.21
H -5.022 -0.866 1.762  0.45
H -4.103 -2.284 2.259  0.34
H -0.575 -3.673 -0.108  0.46
H -2.312 -3.417 -0.140  0.39
H -0.709 -4.658 2.149  0.34
H -1.885 -5.449 1.108  0.42
H -2.418 -4.250 2.276  0.23
H -1.886 -1.790 4.203  0.41
H -2.163 -3.599 5.837  0.45
H -0.351 -5.244 6.185  0.45
H 1.738 -5.054 4.897  0.45
H 2.025 -3.247 3.255  0.35
N -2.758 2.283 -4.434  -0.01
C -3.558 1.321 -3.877  0.84
C -4.849 0.916 -4.190  -1.22
C -5.380 -0.137 -3.422  -0.76
C -4.708 -0.713 -2.392  -1.63
C -3.336 -0.301 -1.950  1.99
C -2.788 0.757 -2.844  -0.50
N -1.578 1.354 -2.796  0.32
C -1.569 2.263 -3.774  -0.09
C -0.444 3.082 -4.123  -0.37
C -0.458 4.200 -4.925  -0.47
S 1.130 4.791 -5.159  -0.14
C 1.710 3.513 -4.172  -0.46
N 0.805 2.724 -3.694  0.09
H -2.987 2.854 -5.230  0.25
H -5.406 1.360 -4.995  0.46
H -6.367 -0.498 -3.669  0.44
H -5.149 -1.536 -1.854  0.49
H -3.365 0.087 -0.916  -0.32
H -1.302 4.688 -5.367  0.43
H 2.754 3.390 -3.974  0.48
O -2.515 -1.508 -1.913  -0.40
C -1.216 -1.363 -1.633  -0.07
O -0.836 -0.621 -0.592  0.68
C -0.264 -1.917 -2.512  -0.30
C -0.558 -2.715 -3.645  -0.51
C 0.434 -2.954 -4.573  -0.64
C 1.689 -2.338 -4.528  -0.92
C 1.965 -1.559 -3.406  -0.28
C 1.068 -1.482 -2.356  -0.04
N 3.092 -0.690 -3.327  0.85
O 4.101 -0.925 -3.940  -0.57
O 2.926 0.337 -2.630  -0.49
N 0.129 -3.815 -5.711  1.04
O 1.029 -4.041 -6.478  -0.61
O -1.002 -4.229 -5.793  -0.60
H -1.532 -3.159 -3.776  0.70
H 2.388 -2.438 -5.343  0.63
H 1.383 -1.065 -1.402  0.89
C 0.040 2.418 3.687  -0.76
N -0.616 3.183 2.613  0.17
C -0.028 4.532 2.520  -0.83
C -0.594 2.439 1.290  -0.29
C 0.565 2.818 0.404  1.33
C 0.400 3.909 -0.462  -0.95
C 1.461 4.411 -1.193  -1.15
C 2.702 3.797 -1.098  -1.31
C 2.853 2.678 -0.303  -0.16
C 1.805 2.161 0.470  -0.31
H -0.020 2.962 4.628  0.49
H 1.085 2.266 3.423  0.29
H -0.440 1.449 3.809  0.22
H -1.601 3.297 2.877  0.40
H 1.038 4.446 2.320  0.34
H -0.166 5.071 3.456  0.41
H -0.491 5.102 1.718  0.37
H -1.524 2.677 0.771  0.63
H -0.563 1.369 1.510  -1.16
H -0.570 4.374 -0.560  0.68
H 1.332 5.284 -1.811  0.50
H 3.551 4.187 -1.636  0.61
H 3.825 2.208 -0.239  0.54

[3]
A molecular structure, C42H50Cl3CrN7O3S, computed with the ωB97M-V functional and the def2-TZVPD basis.

Summary:
Spin multiplicity ... 5
Maximum force ... 4.198 eV Å⁻¹
Frontier orbital gap (alpha / beta) ... 4.377 / 5.967 eV
E ... -137762.7071 eV
Charge ... -2
Relative energy (zero: lowest compared OMol25 entry of this formula, charge and spin) ... 0.0000 eV
Expectation value of S² ... 6.140
LUMO level (alpha / beta) ... 3.09 / 3.83 eV

Each line ends with the Mulliken charge.
Atoms and positions in Å:
Cr 12.399 10.941 14.871  0.07
Cl 5.684 13.078 7.712  -0.31
C 7.422 13.233 7.690  0.57
C 8.250 12.173 8.171  -0.72
C 9.582 12.296 8.150  0.28
Cl 10.502 10.981 8.688  -0.15
C 10.222 13.626 7.800  -0.04
O 11.434 13.840 7.763  -0.79
C 9.292 14.642 7.357  0.36
Cl 9.974 16.200 6.951  -0.27
C 7.948 14.431 7.237  -0.62
H 7.706 11.293 8.502  0.37
H 7.257 15.185 6.798  0.30
N 6.934 9.057 18.591  -0.36
C 6.740 9.123 17.250  0.13
S 5.402 8.883 16.304  -0.48
C 8.076 9.514 16.656  0.88
C 9.294 9.439 17.452  -0.97
C 10.469 9.554 16.773  -1.22
N 10.581 9.896 15.432  0.91
C 9.440 10.093 14.713  -0.74
C 8.202 9.870 15.246  -0.56
H 6.093 9.023 19.149  0.28
H 7.583 9.798 18.832  0.21
H 9.299 9.248 18.510  0.34
H 11.449 9.501 17.257  0.50
H 9.510 10.206 13.646  0.54
H 7.284 9.861 14.599  0.28
C 9.257 13.934 18.461  -1.82
C 9.315 13.825 16.970  1.03
C 8.171 14.138 16.213  -1.02
C 8.197 13.873 14.842  1.22
C 7.064 14.155 13.859  -1.73
C 9.351 13.442 14.205  -0.03
C 10.513 13.116 14.925  -1.60
C 10.461 13.265 16.348  0.15
N 11.693 12.669 14.347  0.75
C 12.548 13.631 13.590  2.10
C 11.907 13.951 12.270  -2.03
C 12.805 14.903 14.480  -1.77
C 13.889 12.865 13.281  -2.25
H 8.254 13.823 18.859  0.40
H 9.604 14.913 18.801  0.32
H 9.878 13.145 18.908  0.35
H 7.292 14.543 16.591  0.53
H 7.437 14.016 12.897  0.45
H 6.772 15.170 14.131  0.34
H 6.206 13.491 14.046  0.31
H 9.261 13.191 13.129  0.35
H 11.371 12.959 16.909  0.07
H 11.004 14.533 12.361  0.38
H 11.698 12.977 11.774  0.44
H 12.676 14.434 11.546  0.34
H 11.827 15.355 14.722  0.35
H 13.511 15.535 13.907  0.47
H 13.206 14.593 15.441  0.29
H 13.880 12.004 12.585  0.28
H 14.282 12.589 14.280  0.58
H 14.697 13.510 12.858  0.47
C 11.104 6.119 12.153  -0.53
C 11.133 6.356 13.545  -0.82
C 11.830 7.461 13.985  0.20
C 12.479 8.330 13.140  0.37
C 12.434 8.137 11.742  -0.35
C 11.749 7.006 11.275  -0.75
N 13.320 9.258 13.785  0.27
C 14.683 9.567 13.521  0.69
C 15.580 9.236 14.594  -0.42
C 16.937 9.204 14.399  -0.59
C 17.462 9.429 13.136  -0.68
C 16.582 9.778 12.080  -1.00
C 15.187 9.857 12.248  -0.08
H 10.541 5.272 11.789  0.37
H 10.567 5.689 14.170  0.40
H 11.816 7.662 15.041  0.19
H 13.093 8.747 11.147  0.24
H 11.659 6.903 10.199  0.39
H 15.133 9.040 15.558  0.40
H 17.612 8.973 15.239  0.33
H 18.514 9.448 12.916  0.38
H 16.947 9.925 11.067  0.37
H 14.513 10.152 11.431  0.45
O 14.369 12.580 16.849  -0.54
C 14.173 11.440 17.296  -0.15
O 13.391 10.563 16.732  0.00
H 14.676 11.159 18.270  0.31
C 14.284 10.446 4.245  -1.03
N 14.841 11.728 4.574  0.20
C 16.248 11.753 4.868  -1.11
C 13.949 12.686 5.076  0.46
N 12.827 12.305 5.573  -0.62
N 14.373 13.995 5.002  0.22
C 13.960 14.927 6.013  -1.36
C 14.880 14.559 3.788  -1.06
H 13.503 10.559 3.548  0.34
H 13.838 9.942 5.140  0.24
H 15.086 9.839 3.812  0.40
H 16.602 10.861 5.420  0.41
H 16.546 12.657 5.433  0.34
H 16.849 11.862 3.936  0.29
H 12.292 13.134 6.033  0.14
H 13.914 14.384 6.929  0.43
H 12.983 15.351 5.832  0.42
H 14.730 15.688 5.989  0.34
H 15.483 13.791 3.280  0.33
H 15.689 15.302 4.049  0.31
H 14.191 15.119 3.195  0.32

[4]
A molecular structure, C42H50N5OSSiTi, computed with the ωB97M-V functional and the def2-TZVPD basis.

Summary:
Spin multiplicity ... 2
Maximum force ... 3.735 eV Å⁻¹
Frontier orbital gap (alpha / beta) ... 7.210 / 7.258 eV
E ... -95692.8065 eV
Charge ... 0
Relative energy (zero: lowest compared OMol25 entry of this formula, charge and spin) ... 0.0000 eV
Expectation value of S² ... 0.756
LUMO level (alpha / beta) ... -0.08 / -0.10 eV

Each line ends with the Mulliken charge.
Atoms and positions in Å:
Ti 11.844 11.981 9.993  -0.80
C 10.292 9.007 8.688  -0.09
Si 9.220 10.600 8.500  0.13
C 8.477 10.175 6.777  -1.26
C 7.880 10.624 9.834  -1.21
N 10.143 12.055 8.665  1.25
C 9.799 13.319 8.257  0.08
C 8.545 13.695 7.807  -0.94
C 8.384 14.974 7.225  -0.95
C 9.385 15.909 7.168  -1.14
C 10.684 15.489 7.548  -0.84
C 10.797 14.238 8.087  0.64
O 12.063 13.785 8.426  0.71
C 13.151 14.655 8.419  -0.32
C 14.214 14.538 7.464  -0.32
C 15.271 15.483 7.511  -0.71
C 15.281 16.524 8.459  -0.69
C 14.290 16.587 9.392  -0.97
C 13.194 15.668 9.360  0.73
H 10.858 8.779 7.769  -0.68
H 9.532 8.303 8.848  0.70
H 11.025 8.883 9.498  -0.20
H 9.209 10.135 5.945  0.28
H 7.639 10.870 6.520  0.36
H 7.999 9.130 6.838  0.33
H 6.953 10.108 9.557  0.42
H 7.646 11.631 10.104  0.32
H 8.379 10.202 10.744  0.27
H 7.855 12.913 7.725  0.56
H 7.420 15.188 6.730  0.35
H 9.159 16.884 6.781  0.43
H 11.529 16.136 7.419  0.56
H 14.110 13.790 6.677  0.39
H 15.891 15.543 6.574  0.29
H 16.114 17.256 8.512  0.34
H 14.244 17.366 10.114  0.49
H 12.358 15.788 10.021  0.49
C 10.238 5.534 10.975  -0.93
N 11.580 5.004 10.838  -0.18
C 12.251 5.252 12.148  -0.82
C 12.365 5.604 9.747  0.49
C 11.937 5.073 8.423  -1.22
N 12.768 5.512 7.308  0.08
C 12.679 6.919 6.984  -0.49
C 12.397 4.771 6.155  -1.03
H 10.077 6.581 11.359  0.24
H 9.642 4.899 11.607  0.39
H 9.727 5.423 10.046  0.36
H 12.363 6.362 12.376  0.18
H 13.212 4.825 12.207  0.35
H 11.683 4.887 13.033  0.35
H 13.353 5.225 9.932  0.29
H 12.281 6.691 9.876  -0.26
H 10.878 5.225 8.219  0.46
H 12.057 4.040 8.534  0.39
H 11.658 7.219 6.800  0.55
H 13.264 7.131 6.085  0.42
H 13.045 7.560 7.798  -0.43
H 11.473 5.128 5.659  0.35
H 12.271 3.698 6.380  0.35
H 13.162 4.784 5.381  0.32
C 9.079 13.748 13.015  -1.23
C 9.968 13.960 14.049  -0.48
C 11.333 13.831 13.849  -1.75
C 11.740 13.572 12.577  0.73
N 10.900 13.311 11.566  1.09
C 9.584 13.407 11.770  -0.05
C 13.133 13.589 12.237  1.22
C 14.115 14.280 13.081  -1.25
C 15.383 14.494 12.526  -1.02
C 15.739 13.940 11.328  -0.70
C 14.827 13.201 10.614  -0.27
C 13.532 13.118 10.985  1.22
H 8.045 14.075 13.122  0.40
H 9.625 14.422 14.969  0.40
H 12.048 14.101 14.543  0.60
H 8.954 13.350 10.897  0.35
H 13.823 14.735 13.986  0.40
H 16.112 15.121 13.049  0.35
H 16.784 14.037 10.931  0.35
H 15.186 12.708 9.738  0.40
C 12.771 11.129 6.860  -1.33
C 13.662 10.604 7.878  0.80
C 14.808 9.894 7.385  -1.23
C 15.523 9.055 8.169  -1.21
C 15.079 8.888 9.495  1.15
C 15.697 7.984 10.386  -1.03
C 15.363 7.910 11.666  -0.72
C 14.285 8.751 12.187  -1.04
C 13.576 9.570 11.322  1.16
S 12.070 10.386 11.831  -0.63
C 14.045 9.723 9.996  -1.19
N 13.363 10.611 9.157  2.13
H 12.161 10.317 6.421  0.19
H 13.364 11.608 6.068  0.48
H 12.005 11.813 7.215  -0.05
H 15.141 10.073 6.377  0.56
H 16.355 8.516 7.706  0.40
H 16.412 7.280 9.994  0.40
H 15.765 7.173 12.326  0.44
H 13.830 8.522 13.077  0.74